Density functional theory data (ωB97M-V/def2-TZVPD) for 11 unconnected molecules or ions with the total composition C64H153N11O11 at a distorted geometry.

Calculated total energy = -3959.5001 Eh
Multiplicity = 1
Lowest unoccupied orbital energy = 0.1 eV
Charge = 0
SMILES = CC1(C)CCCC(C)(C)N1O.CC1(C)CCCC(C)(C)N1O.CC1(C)CCCC(C)(C)N1O.CC1(C)CCCC(C)(C)N1O.COC[C@H](C)N.COC[C@H](C)N.COC[C@H](C)N.COC[C@H](C)N.COC[C@H](C)N.COC[C@H](C)N.COC[C@H](C)N
Relative energy (zero: lowest compared OMol25 entry of this formula, charge and spin) = 1132.1 kJ/mol

Atoms and positions in Å:
O (4.58048, 21.66970, 4.82491)
O (12.42201, 11.84506, -1.12941)
O (12.52851, 1.31127, 6.32958)
O (1.60685, 4.77825, 7.78303)
O (1.29313, 12.87090, 9.68781)
O (7.24364, 18.14934, 0.07214)
O (17.75705, 4.40881, 0.39176)
O (9.49983, 4.33189, -2.86617)
O (14.97271, 14.34357, 8.55728)
O (10.95409, 11.98270, 7.56288)
O (4.82007, 12.91393, 18.17670)
N (4.22579, 16.31967, 1.27392)
N (9.18526, 3.23317, -2.01254)
N (13.11218, 14.38770, 0.19314)
N (2.20613, 20.38453, 6.20401)
N (15.07556, -0.10756, 6.00396)
N (10.27539, 11.78402, 6.37252)
N (14.33076, 13.85929, 11.22286)
N (-0.04100, 16.29799, 9.61818)
N (18.92447, 6.78686, 1.92975)
N (5.44119, 12.27577, 17.11274)
N (2.36857, 3.71840, 7.22827)
C (9.19160, 12.76559, 6.18251)
C (11.49522, 2.17817, 6.07991)
C (15.30713, 14.94277, 10.96225)
C (6.75006, 3.63651, -1.49635)
C (9.37016, 4.39272, 0.29013)
C (7.79127, 1.38684, -1.60188)
C (11.36281, 9.62449, 5.92387)
C (6.28000, 17.63028, 0.98870)
C (3.41016, 10.78552, 16.51431)
C (8.44380, 12.49099, 4.79764)
C (0.48383, 13.91144, 9.16293)
C (6.74430, 14.34780, 16.66924)
C (1.37780, 11.61213, 8.98909)
C (4.38448, 19.54269, 6.95565)
C (0.65361, 3.12847, 5.59037)
C (4.92975, 10.90560, 16.86279)
C (7.49700, 2.56273, -3.72091)
C (9.17245, 10.06824, 4.87073)
C (2.38034, 4.61147, 4.82574)
C (5.34698, 22.64814, 4.13949)
C (9.53734, 1.81194, 0.05772)
C (5.33121, 16.46156, 0.39821)
C (9.70684, 14.27357, 6.17636)
C (2.12115, 3.41625, 5.79057)
C (7.97641, 11.03699, 4.59751)
C (3.41625, 20.78691, 6.83529)
C (4.47640, 4.80091, 7.88141)
C (2.86342, 2.18677, 5.28089)
C (9.22520, 9.61773, 7.33676)
C (5.15814, 10.02669, 18.05947)
C (5.84791, 10.33272, 15.78831)
C (0.75845, 15.17412, 10.06592)
C (4.43432, 2.29079, 7.33793)
C (7.78790, 2.76112, -2.20428)
C (3.61986, 3.47903, 7.93882)
C (3.35351, 3.12788, 9.45648)
C (11.32256, 12.81594, -0.87315)
C (5.72379, 13.28821, 16.06115)
C (12.17372, 10.92346, -2.19551)
C (0.26565, 14.95274, 11.51665)
C (8.12967, 19.08476, 0.69527)
C (11.41262, 3.29780, -0.74894)
C (5.95441, 11.23545, 14.47802)
C (13.63451, -1.54532, 7.27847)
C (13.80544, -0.88935, 5.83483)
C (10.00036, 10.33702, 6.16684)
C (12.63078, 0.13437, 5.47349)
C (4.42957, 13.88006, 15.45123)
C (3.89558, 21.97413, 6.03637)
C (15.20821, 14.49150, 7.12291)
C (18.35351, 4.45265, 1.73541)
C (17.73462, 2.99616, -0.11207)
C (8.02207, 12.68497, 7.24598)
C (17.94221, 5.77202, 2.39204)
C (16.47841, 6.34954, 2.24109)
C (15.81831, 15.18543, 9.41024)
C (9.80118, 3.26853, -0.63258)
C (4.38795, 2.28573, 5.71716)
C (12.41690, 14.51467, -2.16920)
C (8.12313, 1.26664, -0.09302)
C (11.96437, 14.15418, -0.75855)
C (16.37991, 14.56098, 11.88337)
C (4.84962, 16.49358, -1.10700)
C (6.51245, 12.64628, 14.88516)
H (15.80934, 16.24174, 9.14143)
H (7.14752, 10.69428, 5.21687)
H (16.80198, 14.76523, 9.20067)
H (9.82796, 10.24523, 4.01804)
H (1.76876, 15.58054, 10.01907)
H (12.97855, 10.29899, -2.58329)
H (11.37514, 8.62107, 5.49831)
H (11.93522, 9.55366, 6.84876)
H (4.99920, 11.61883, 14.11927)
H (9.88260, 4.38447, 1.25213)
H (5.07494, 4.88775, 8.78822)
H (7.50343, 1.89410, 0.54758)
H (1.71043, 21.13512, 5.74467)
H (3.81775, 17.23825, 1.37308)
H (9.46610, 8.55554, 7.29420)
H (2.80476, 2.19461, 9.58284)
H (7.57399, 12.63061, 15.13209)
H (12.62457, 15.58418, -2.20267)
H (9.60996, 10.01754, 8.27495)
H (5.87412, 23.24494, 4.88385)
H (9.06940, 18.76844, 0.24254)
H (9.61330, 1.96046, 1.13489)
H (16.36574, 7.41239, 2.45498)
H (10.26034, 14.45301, 7.09807)
H (11.71470, 14.34263, -2.98493)
H (5.01043, 19.66370, 7.83976)
H (14.74005, 12.94172, 11.11976)
H (4.77878, 9.00605, 18.00965)
H (2.54784, 19.76467, 5.48354)
H (13.31931, 13.91604, -2.29326)
H (10.52827, 14.38856, 5.46917)
H (2.37416, 1.30770, 5.70040)
H (4.48353, 10.43521, 18.81187)
H (0.45315, 16.56542, 8.77889)
H (5.57950, 13.10102, 18.73335)
H (5.39650, 9.46014, 15.31614)
H (5.70908, 22.11647, 3.25954)
H (17.22208, 15.25011, 11.94622)
H (3.03792, 10.95984, 15.50478)
H (4.69245, 22.44884, 6.60886)
H (10.41810, 12.84774, -1.48065)
H (8.33866, 4.71469, 0.43304)
H (6.87983, 4.71632, -1.42398)
H (3.16693, 4.23616, 4.17112)
H (10.13980, 3.97156, -3.48438)
H (5.73806, 16.51699, -1.73805)
H (7.98948, 1.69048, -4.15071)
H (3.17871, 21.26605, 7.78507)
H (4.26987, 3.12909, 10.04674)
H (8.43589, 0.66924, -2.10946)
H (7.82130, 3.33119, -4.42263)
H (5.20898, 4.82252, 7.07458)
H (16.01164, 14.37930, 12.89306)
H (10.50463, 1.73770, 6.19311)
H (6.64141, 3.35054, -0.45016)
H (7.37521, 13.55511, 7.35788)
H (16.80566, 13.58880, 11.63496)
H (0.78302, 14.11647, 11.98681)
H (6.70956, 17.28083, 1.92756)
H (11.53362, 3.06774, 6.70862)
H (11.74183, 2.83974, -1.68163)
H (5.75179, 3.53826, -1.92288)
H (0.49753, 2.33942, 6.32600)
H (8.87896, 14.95350, 5.97536)
H (15.40718, 0.31618, 5.14922)
H (11.80552, 4.27892, -1.01567)
H (0.66860, 15.82470, 12.03185)
H (0.02027, 17.00134, 10.34043)
H (17.88336, 3.71216, 2.38250)
H (1.66406, 10.72228, 9.54971)
H (4.59920, 23.35146, 3.77308)
H (7.73321, 13.30195, 4.63793)
H (6.86592, 10.25757, 16.17054)
H (14.68330, 13.70300, 6.58360)
H (11.21338, 14.89376, -0.48080)
H (12.85818, 0.47947, 4.46489)
H (10.21097, 0.97992, -0.14738)
H (2.80248, 2.12041, 4.19463)
H (6.49342, 13.28990, 14.00568)
H (12.68433, -2.06955, 7.38064)
H (18.71167, 2.59151, -0.37612)
H (14.67098, 15.36171, 6.74580)
H (17.09311, 2.95222, -0.99221)
H (14.07716, -1.63394, 5.08660)
H (14.67875, 15.74595, 11.34713)
H (3.12170, 22.72608, 5.88216)
H (11.61410, 10.07926, -1.79270)
H (6.18197, 10.04802, 18.43285)
H (13.71556, 13.93617, 10.42554)
H (11.68566, 12.54047, 7.28850)
H (17.39704, 2.27168, 0.62906)
H (8.73711, 9.07078, 4.81019)
H (19.41843, 4.22933, 1.80011)
H (-0.07486, 3.86613, 5.92694)
H (1.13083, 4.39003, 8.52079)
H (0.40258, 11.38685, 8.55751)
H (4.76128, 14.56624, 14.67198)
H (7.50226, 10.83209, 3.63767)
H (19.85181, 6.40125, 2.03673)
H (7.83792, 20.10573, 0.44909)
H (-0.82213, 14.89607, 11.55710)
H (4.79933, 1.34829, 5.34289)
H (4.02372, 1.33444, 7.66184)
H (16.16982, 14.47048, 6.61012)
H (11.97933, 10.18716, 5.22286)
H (4.25729, 15.60790, -1.33681)
H (5.40725, 2.16056, 7.81179)
H (15.74912, 5.88058, 2.90164)
H (11.79505, -0.55201, 5.33731)
H (5.99225, 15.59503, 0.41467)
H (5.75626, 18.42223, 1.52408)
H (9.83883, 5.32231, -0.03286)
H (8.14178, 9.70026, 7.25017)
H (4.90643, 3.12204, 5.24824)
H (14.40573, -2.25530, 7.57723)
H (3.59419, 13.29405, 15.06805)
H (6.33042, 14.76789, 17.58593)
H (8.22283, 18.94758, 1.77258)
H (0.36426, 2.90987, 4.56247)
H (14.84360, 0.69191, 6.57594)
H (6.59673, 10.83285, 13.69479)
H (12.10520, 2.88173, -0.01729)
H (7.95225, 0.22172, 0.16588)
H (3.84510, 18.59579, 6.97867)
H (7.71654, 13.94563, 16.95406)
H (12.86254, 14.20592, 1.15478)
H (8.38203, 12.45864, 8.24962)
H (11.88504, 11.45762, -3.10073)
H (18.90701, 6.78840, 0.91992)
H (3.10135, 9.77482, 16.78119)
H (6.77488, 1.00231, -1.68685)
H (2.88857, 11.40884, 17.24061)
H (3.96762, 5.76480, 7.89454)
H (9.12475, 12.89211, 4.04697)
H (3.47168, 15.91478, 0.73776)
H (1.46163, 4.77814, 4.26334)
H (-0.59470, 13.82054, 9.29182)
H (7.35604, 11.86869, 6.96634)
H (2.03022, 11.82902, 8.14327)
H (2.71073, 3.92137, 9.83767)
H (6.42233, 2.41222, -3.82348)
H (11.01870, 12.59037, 0.14905)
H (0.72196, 14.17881, 8.13342)
H (5.05900, 19.46554, 6.10291)
H (11.59493, 2.52218, 5.05044)
H (4.02647, 14.63338, 16.12808)
H (18.17643, 5.68864, 3.45330)
H (4.32738, 17.40010, -1.41291)
H (16.27364, 6.05091, 1.21300)
H (2.71913, 5.53034, 5.30426)
H (13.45754, -0.76745, 8.02122)
H (6.86153, 15.11782, 15.90673)
H (13.76583, 13.62221, 0.11036)

Atoms 1-3, force components in eV/Å:
O -0.72 -2.04 -0.19
O -0.79 0.31 -0.99
O 1.41 -2.90 0.69

Here are the Löwdin charges for atoms 1 to 5, given in e: -0.228 -0.203 -0.191 -0.008 -0.206